[1]
A structure of composition C30H22N3O4PS2Ti. Source: OMol25; level of theory: wB97M-V/def2-TZVPD.

**Molecular weight**: 631.5 g mol⁻¹
**Lowest unoccupied orbital energy (spin up / spin down)**: -0.88 / -0.86 eV
**Gap between HOMO and LUMO (spin up / spin down)**: 6.685 / 6.768 eV
**2S+1**: 3

Each line ends with the natural charge from an NBO analysis.
Geometry (Å):
Ti -0.228 -0.157 -0.144  1.386
O 3.385 1.156 -1.566  -0.599
C 2.216 0.922 -1.363  0.764
O 1.729 0.035 -0.545  -0.759
C 1.136 1.718 -2.075  0.112
C 1.400 2.496 -3.183  -0.207
C 0.336 3.122 -3.811  -0.148
C -0.944 2.953 -3.304  -0.240
C -1.120 2.168 -2.179  0.069
N -0.093 1.571 -1.572  -0.476
H 2.420 2.575 -3.530  0.249
H 0.499 3.726 -4.695  0.222
H -1.802 3.408 -3.778  0.229
H -2.101 1.985 -1.761  0.229
C 0.995 -4.329 1.126  -0.240
C 0.585 -3.212 0.383  0.112
N 0.462 -2.015 0.918  -0.461
C 0.759 -1.852 2.227  0.244
C 1.165 -2.903 3.045  -0.102
C 1.281 -4.176 2.453  -0.112
C 1.430 -2.657 4.437  -0.171
C 1.288 -1.426 4.963  -0.173
C 0.879 -0.318 4.144  -0.079
C 0.726 0.989 4.640  -0.114
C 0.343 1.993 3.796  -0.248
C 0.108 1.689 2.448  0.113
N 0.249 0.476 1.959  -0.455
C 0.631 -0.524 2.785  0.169
H 1.065 -5.289 0.635  0.237
H 0.341 -3.287 -0.669  0.248
H 1.593 -5.019 3.058  0.222
H 1.742 -3.488 5.056  0.223
H 1.482 -1.247 6.013  0.221
H 0.913 1.187 5.689  0.225
H 0.215 3.007 4.146  0.234
H -0.206 2.455 1.750  0.213
O -2.108 -0.726 0.523  -0.210
O -2.091 0.549 0.204  -0.277
S -3.804 -1.277 -2.243  -0.615
P -2.197 -2.235 -2.801  1.144
S -0.368 -1.408 -2.419  -0.628
C -2.186 -2.570 -4.599  -0.296
C -1.001 -2.814 -5.289  -0.226
C -1.033 -3.129 -6.640  -0.207
C -2.246 -3.201 -7.310  -0.206
C -3.428 -2.951 -6.628  -0.215
C -3.399 -2.636 -5.277  -0.214
C -2.133 -3.929 -2.098  -0.301
C -3.209 -4.431 -1.376  -0.216
C -3.164 -5.720 -0.857  -0.213
C -2.048 -6.517 -1.066  -0.212
C -0.973 -6.024 -1.795  -0.221
C -1.014 -4.736 -2.306  -0.240
H -0.052 -2.733 -4.775  0.230
H -0.107 -3.311 -7.172  0.210
H -2.269 -3.443 -8.365  0.211
H -4.376 -2.997 -7.149  0.212
H -4.314 -2.424 -4.738  0.241
H -4.071 -3.796 -1.215  0.247
H -4.005 -6.101 -0.292  0.214
H -2.017 -7.524 -0.666  0.211
H -0.103 -6.645 -1.971  0.210
H -0.171 -4.348 -2.866  0.228

[2]
A structure of composition C30H22N5O9PbS2. Source: OMol25; level of theory: wB97M-V/def2-TZVPD.

**Molecular weight**: 867.9 g mol⁻¹
**Lowest unoccupied orbital energy**: -3.09 eV
**Net charge**: +1
**Gap between HOMO and LUMO**: 6.901 eV

Each line ends with the natural charge from an NBO analysis.
Geometry (Å):
Pb 2.053 -2.438 0.929  1.517
C -2.280 9.922 -4.167  -0.257
O -2.475 8.655 -4.777  -0.477
C -1.956 7.570 -4.167  0.335
C -2.174 6.349 -4.810  -0.253
C -1.683 5.185 -4.264  -0.155
C -0.964 5.203 -3.066  -0.177
C -0.751 6.424 -2.436  -0.071
C -1.239 7.603 -2.974  -0.325
C -0.430 3.987 -2.457  0.410
N 0.311 3.942 -1.372  -0.477
C 0.576 2.618 -1.171  0.179
C -0.012 1.841 -2.141  0.067
N -0.654 2.732 -2.965  -0.515
C 0.098 0.423 -2.181  -0.003
C -0.485 -0.411 -3.149  -0.132
C -0.300 -1.766 -3.079  -0.236
C 0.460 -2.290 -2.030  0.079
N 1.011 -1.523 -1.107  -0.524
C 0.855 -0.182 -1.160  0.136
C 1.490 0.627 -0.133  0.237
N 2.217 -0.005 0.815  -0.568
C 2.781 0.693 1.784  0.084
C 2.684 2.084 1.860  -0.223
C 1.967 2.749 0.901  -0.105
C 1.350 2.022 -0.127  -0.093
H -2.771 10.642 -4.813  0.210
H -1.217 10.163 -4.095  0.182
H -2.734 9.955 -3.174  0.182
H -2.731 6.345 -5.737  0.234
H -1.867 4.258 -4.795  0.195
H -0.195 6.441 -1.508  0.228
H -1.057 8.534 -2.459  0.229
H -1.208 2.520 -3.775  0.423
H -1.078 0.014 -3.949  0.220
H -0.733 -2.432 -3.811  0.241
H 0.631 -3.354 -1.935  0.232
H 3.316 0.132 2.540  0.220
H 3.162 2.608 2.674  0.241
H 1.857 3.825 0.916  0.250
O 0.068 -6.262 3.085  -0.420
S 0.738 -4.995 3.929  2.361
O 1.248 -5.623 5.091  -0.857
O 1.585 -4.343 2.983  -0.942
C -0.681 -4.026 4.339  -0.276
C -1.605 -4.760 5.079  -0.174
C -2.759 -4.157 5.553  -0.188
C -2.970 -2.813 5.310  -0.160
C -2.041 -2.074 4.593  -0.169
C -0.886 -2.658 4.093  -0.334
S 0.119 -1.533 3.115  2.420
O -0.476 -0.245 3.282  -0.935
O 1.517 -1.642 3.464  -0.996
O -0.032 -2.052 1.711  -1.075
H -1.414 -5.804 5.286  0.243
H -3.476 -4.738 6.116  0.237
H -3.860 -2.325 5.684  0.235
H -2.201 -1.022 4.411  0.266
O -0.221 -5.774 1.766  -0.206
C 0.861 -5.947 0.976  0.649
C 1.861 -7.050 1.163  -0.513
C 2.706 -6.876 -0.098  -0.524
C 2.229 -5.546 -0.656  0.684
O 2.771 -4.844 -1.463  -0.534
N 1.023 -5.145 -0.009  -0.572
H 1.359 -8.013 1.253  0.261
H 2.434 -6.891 2.076  0.264
H 2.500 -7.651 -0.838  0.261
H 3.779 -6.856 0.072  0.259

[3]
A structure of composition C30H23Cl3CoN3OPSi. Source: OMol25; level of theory: wB97M-V/def2-TZVPD.

**Molecular weight**: 665.9 g mol⁻¹
**Lowest unoccupied orbital energy (spin up / spin down)**: -0.21 / -0.28 eV
**Gap between HOMO and LUMO (spin up / spin down)**: 7.706 / 7.633 eV
**2S+1**: 2

Each line ends with the natural charge from an NBO analysis.
Geometry (Å):
Co 0.371 -1.660 -0.602  0.518
O 2.309 -2.524 -1.374  -0.555
C 2.072 -1.998 -0.307  0.403
C 2.961 -1.725 0.854  -0.197
C 4.321 -1.978 0.962  -0.160
C 4.948 -1.645 2.153  -0.197
C 4.220 -1.093 3.205  -0.200
C 2.857 -0.853 3.093  -0.140
C 2.221 -1.159 1.896  -0.311
P 0.429 -1.014 1.489  1.007
C -0.338 -1.765 2.947  -0.396
C -0.518 -3.146 2.935  -0.164
C -1.033 -3.792 4.047  -0.203
C -1.380 -3.058 5.173  -0.189
C -1.212 -1.681 5.186  -0.230
C -0.692 -1.033 4.076  -0.139
C 0.013 0.749 1.599  -0.388
C 0.946 1.768 1.729  -0.156
C 0.539 3.096 1.682  -0.213
C -0.800 3.408 1.509  -0.208
C -1.738 2.392 1.375  -0.204
C -1.335 1.069 1.412  -0.196
H 4.866 -2.425 0.142  0.234
H 6.008 -1.826 2.272  0.222
H 4.724 -0.856 4.133  0.220
H 2.302 -0.447 3.929  0.218
H -0.279 -3.715 2.044  0.226
H -1.182 -4.863 4.025  0.221
H -1.795 -3.559 6.037  0.217
H -1.495 -1.108 6.059  0.216
H -0.577 0.044 4.086  0.212
H 1.997 1.536 1.852  0.213
H 1.273 3.885 1.780  0.215
H -1.115 4.443 1.475  0.216
H -2.784 2.628 1.231  0.223
H -2.067 0.278 1.283  0.240
C 2.294 1.983 -2.101  -0.253
C 2.037 0.715 -1.627  0.048
N 0.797 0.232 -1.472  -0.517
C -0.223 1.011 -1.830  0.061
C -0.062 2.299 -2.338  -0.013
C 1.225 2.796 -2.445  -0.152
C -1.237 3.115 -2.700  -0.168
C -2.202 2.809 -3.566  -0.205
C -2.286 1.633 -4.451  0.191
C -3.498 1.301 -5.045  -0.283
C -3.510 0.195 -5.875  0.085
N -2.421 -0.528 -6.115  -0.437
C -1.315 -0.122 -5.503  0.267
N -1.182 0.921 -4.695  -0.461
H 3.314 2.328 -2.190  0.225
H 2.851 0.063 -1.342  0.203
H -1.216 0.600 -1.700  0.233
H 1.396 3.797 -2.821  0.218
H -1.311 4.074 -2.195  0.213
H -3.021 3.512 -3.669  0.213
H -4.394 1.875 -4.857  0.223
H -4.424 -0.124 -6.363  0.198
H -0.420 -0.704 -5.687  0.183
Cl -3.038 -2.737 0.619  -0.458
Si -1.868 -2.312 -1.102  0.703
Cl -3.235 -1.012 -2.100  -0.464
Cl -2.087 -4.087 -2.211  -0.429